(1)
DFT (ωB97M-V/def2-TZVPD) results for C5H8 in the gas phase at a distorted geometry.

```
13
Properties=species:S:1:pos:R:3
C -1.97 -0.01 1.53
C -0.73 -0.04 0.96
C -0.57 -0.07 -0.50
C 0.48 -0.04 -1.29
C 1.89 0.12 -0.72
H -2.87 0.10 0.98
H -2.04 -0.16 2.61
H 0.25 -0.15 1.54
H -1.50 -0.13 -1.04
H 0.38 -0.11 -2.34
H 2.19 -0.99 -0.49
H 2.65 0.72 -1.49
H 1.85 0.77 0.23
```

Output
Max |F| ... 3.46 eV/A
Orbital gap ... 0.35717 hartree
Highest occupied orbital energy ... -8.6662 eV

Atom charges from the Löwdin analysis, given in e for atoms 1 to 4: 0.00 -0.17 -0.18 -0.19

***

(2)
DFT (ωB97M-V/def2-TZVPD) results for C5H8AgFO4 as an isolated structure at a distorted geometry.

```
19
Properties=species:S:1:pos:R:3
C 1.60 1.63 2.13
O 1.77 0.63 1.20
Ag 1.82 -1.61 1.03
C 0.80 1.18 3.35
H 2.58 2.02 2.50
H 1.08 2.52 1.70
H 0.68 1.99 4.09
H -0.21 0.84 3.05
H 1.30 0.34 3.86
C -0.64 -0.84 -0.93
O -0.51 -0.89 -2.26
C -0.99 0.29 -2.84
C -1.15 1.22 -1.64
O -1.15 0.31 -0.54
O -0.41 -1.78 -0.20
F -2.20 0.02 -3.43
H -0.30 0.63 -3.61
H -0.30 1.89 -1.53
H -2.10 1.77 -1.65
```

Output
Max |F| ... 1.59 eV/A
Orbital gap ... 0.24941 hartree
Highest occupied orbital energy ... -7.6298 eV

Atom charges from the Löwdin analysis, given in e for atoms 1 to 4: -0.52 -0.43 0.75 -0.13

***

(3)
DFT (ωB97M-V/def2-TZVPD) results for C5H8AlBF4IO as an isolated structure at a distorted geometry.

```
21
Properties=species:S:1:pos:R:3
C 1.04 -1.64 1.57
C 1.10 -0.22 1.13
C 0.05 0.35 -0.04
B -1.09 1.23 0.76
C -2.48 0.67 1.43
C -3.30 -0.43 0.53
O -2.95 -0.91 -0.67
I -5.20 -1.18 1.42
H 0.68 -1.92 2.65
H 1.39 -2.46 0.80
H 1.87 0.59 1.53
H 0.60 1.07 -0.79
H -0.35 -0.61 -0.59
H -0.85 2.39 0.92
H -3.20 1.59 1.57
H -2.30 0.20 2.50
F 4.65 0.98 -3.00
Al 3.00 0.26 -2.94
F 1.80 1.53 -2.51
F 2.96 -1.06 -1.71
F 2.59 -0.42 -4.56
```

Output
Max |F| ... 9.22 eV/A
Net charge ... -1
Orbital gap ... 0.24408 hartree
Highest occupied orbital energy ... -5.1071 eV

Atom charges from the Löwdin analysis, given in e for atoms 1 to 4: -0.07 -0.14 -0.16 -0.10

***

(4)
DFT (ωB97M-V/def2-TZVPD) results for C5H8AlLiO4 as an isolated structure at a distorted geometry.

```
19
Properties=species:S:1:pos:R:3
C -2.08 1.87 -0.38
C -2.25 0.40 -0.71
O -1.80 -0.48 0.26
Li -1.50 -2.31 -0.06
H -2.87 2.46 -0.86
H -2.14 2.05 0.71
H -1.12 2.23 -0.76
H -1.52 0.14 -1.70
O 0.42 -1.69 0.13
C 1.72 0.29 1.98
C 1.40 -1.42 -0.61
O 2.09 1.00 2.89
O 2.71 0.10 1.01
C 2.62 -0.72 -0.12
Al -0.33 -0.32 1.46
H 1.65 -2.17 -1.38
H 2.96 -0.11 -0.97
H 3.37 -1.54 -0.03
H -3.33 0.23 -0.88
```

Output
Max |F| ... 5.32 eV/A
Net charge ... +2
Orbital gap ... 0.27602 hartree
Highest occupied orbital energy ... -18.1901 eV

Atom charges from the Löwdin analysis, given in e for atoms 1 to 4: -0.07 -0.34 -0.34 0.82

***

(5)
DFT (ωB97M-V/def2-TZVPD) results for C5H8AlO5 as an isolated structure at a distorted geometry.

```
19
Properties=species:S:1:pos:R:3
O -0.46 0.41 -1.69
C 0.71 1.14 -1.77
C -0.17 -0.96 -1.37
O 0.78 2.19 -2.36
O 1.76 0.33 -1.58
C 1.32 -0.95 -1.09
H -0.44 -1.57 -2.24
H -0.76 -1.25 -0.49
H 1.53 -0.96 -0.02
H 1.86 -1.73 -1.63
O -2.06 -0.19 0.91
O 0.11 1.47 0.63
C -1.27 0.03 2.03
C 0.14 0.49 1.62
H -1.17 -0.89 2.65
H -1.70 0.80 2.71
H 0.68 -0.42 1.27
H 0.69 0.83 2.52
Al -1.56 1.23 -0.09
```

Output
Max |F| ... 3.81 eV/A
Expectation value of S² ... 0.75
2S+1 ... 2
Orbital gap (spin up / spin down) ... 0.30370 / 0.32192 hartree
Highest occupied orbital energy (spin up / spin down) ... -7.6277 / -9.7820 eV

Atom charges from the Löwdin analysis, given in e for atoms 1 to 4: -0.05 -0.56 -0.08 0.18

***

(6)
DFT (ωB97M-V/def2-TZVPD) results for C5H8BN in the gas phase at a distorted geometry.

```
15
Properties=species:S:1:pos:R:3
C -2.21 -0.02 0.05
N -0.73 -0.10 -0.17
B 0.05 -1.29 -0.29
C 1.53 -1.18 -0.09
C 2.09 0.05 0.05
C 1.28 1.15 0.04
C -0.10 1.09 -0.05
H -2.60 -0.95 0.18
H -2.30 0.79 0.86
H -2.67 0.36 -0.86
H -0.80 -2.19 -0.24
H 2.27 -2.02 -0.08
H 3.23 0.18 0.17
H 1.73 2.19 0.07
H -0.76 1.92 0.36
```

Output
Max |F| ... 4.37 eV/A
Orbital gap ... 0.34241 hartree
Highest occupied orbital energy ... -8.4495 eV

Atom charges from the Löwdin analysis, given in e for atoms 1 to 4: -0.01 -0.09 -0.28 -0.04

***

(7)
DFT (ωB97M-V/def2-TZVPD) results for C5H8BiFO4 as an isolated structure at a distorted geometry.

```
19
Properties=species:S:1:pos:R:3
O 0.14 -0.66 -1.40
C -0.05 0.38 -2.22
C -0.92 1.41 -1.49
O -1.76 0.64 -0.64
C -1.07 -0.15 0.22
O -0.41 0.55 1.13
O -1.53 -1.30 0.46
C 0.31 -0.15 2.16
H -1.55 1.99 -2.17
F -0.75 -0.01 -3.40
H 0.90 0.82 -2.59
H -0.28 2.06 -0.89
H 0.37 0.58 2.98
H -0.30 -1.00 2.49
C 1.68 -0.59 1.71
H 2.22 -1.01 2.57
H 1.62 -1.37 0.94
H 2.26 0.27 1.32
Bi -0.89 -2.45 -1.18
```

Output
Max |F| ... 4.65 eV/A
Expectation value of S² ... 0.75
Net charge ... +1
2S+1 ... 2
Orbital gap (spin up / spin down) ... 0.28287 / 0.33973 hartree
Highest occupied orbital energy (spin up / spin down) ... -12.8384 / -15.1768 eV

Atom charges from the Löwdin analysis, given in e for atoms 1 to 4: -0.40 -0.40 -0.04 0.06

***

(8)
DFT (ωB97M-V/def2-TZVPD) results for an isolated ion of composition C5H8BrFN3 and charge +1 at a distorted geometry.

```
18
Properties=species:S:1:pos:R:3
C -1.18 0.73 1.46
C -1.52 -0.56 0.76
F -2.02 -1.45 1.65
C -0.35 -1.29 0.07
N 0.68 -0.39 -0.46
C 1.91 -0.06 0.05
N 2.51 0.80 -0.72
N 1.66 1.02 -1.71
Br 2.01 2.16 -3.11
C 0.55 0.30 -1.59
H -0.72 0.51 2.41
H -2.09 1.28 1.64
H -0.53 1.38 0.88
H -2.29 -0.38 0.01
H -0.74 -1.86 -0.76
H 0.11 -2.01 0.73
H 2.29 -0.47 0.95
H -0.28 0.28 -2.27
```

Output
Max |F| ... 1.22 eV/A
Net charge ... +1
Orbital gap ... 0.38974 hartree
Highest occupied orbital energy ... -15.1496 eV

Atom charges from the Löwdin analysis, given in e for atoms 1 to 4: -0.01 -0.38 0.03 -0.03

***

(9)
DFT (ωB97M-V/def2-TZVPD) results for C5H8BrI in the gas phase at a distorted geometry.

```
15
Properties=species:S:1:pos:R:3
C -1.05 -1.12 0.30
C 0.18 -0.25 0.72
C -0.23 1.17 1.20
C 0.99 -0.20 -0.51
I 2.62 -1.64 -0.68
C 0.55 0.56 -1.80
Br 1.59 0.55 -3.37
H -1.93 -0.53 -0.04
H -1.48 -1.75 1.10
H -0.68 -1.81 -0.41
H 0.80 -0.74 1.53
H -1.30 1.34 1.12
H 0.35 1.93 0.49
H 0.07 1.42 2.15
H -0.48 1.07 -1.80
```

Output
Max |F| ... 7.34 eV/A
Orbital gap ... 0.31346 hartree
Highest occupied orbital energy ... -8.4032 eV

Atom charges from the Löwdin analysis, given in e for atoms 1 to 4: -0.08 -0.51 -0.07 -0.70

***

(10)
DFT (ωB97M-V/def2-TZVPD) results for a 2-piece molecular cluster, C5H8BrN overall.

```
15
Properties=species:S:1:pos:R:3
N -0.16 2.56 0.27
C 0.94 1.79 -0.04
C 1.13 0.55 0.42
Br 2.73 -0.39 0.10
H -0.94 2.07 0.69
H -0.42 3.26 -0.39
H 1.67 2.28 -0.66
H 0.43 0.05 1.07
C -0.87 -1.16 -1.36
C -0.76 -1.69 -0.19
C -0.68 -2.31 0.95
H -1.00 -0.10 -1.50
H -0.80 -1.75 -2.26
H 0.27 -2.47 1.44
H -1.55 -2.68 1.46
```

Output
Max |F| ... 0.72 eV/A
Orbital gap ... 0.32917 hartree
Highest occupied orbital energy ... -8.0708 eV

Atom charges from the Löwdin analysis, given in e for atoms 1 to 4: 0.04 -0.33 -0.65 0.64

***

Which of these has the lowest max |F|?
C5H8BrN

***

Which value of max |F| does entry 3 give?
9.22 eV/A

***

max |F| of number 6 (C5H8BN)?
4.37 eV/A